The following is a DFT calculation (the ωB97M-V functional and the def2-TZVPD basis) of a molecular structure, C50H88AsBrF3N8O5S at a distorted geometry.

ORCA input file:
```
! wB97M-V def2-TZVPD RIJCOSX def2/J DEFGRID3
* xyz -1 1
Br 1.074 0.748 -3.196
As 0.235 -1.422 -2.280
S -0.453 -1.870 -4.471
F 2.674 -1.726 4.802
F 1.004 -2.660 3.776
F 2.896 -3.784 4.002
O 3.045 -1.177 -2.726
O 4.852 3.832 -2.282
O -6.643 1.745 -1.885
O 1.741 -1.506 1.673
O 5.837 0.350 -2.475
N 0.819 -1.698 -8.880
N -1.665 0.833 2.058
N -1.134 -4.667 0.374
N -2.159 1.003 9.133
N 2.250 1.030 10.815
N -6.187 -2.856 -5.724
N 3.227 7.318 2.615
N -1.805 -6.893 -4.472
C -1.245 -5.697 -0.487
C -2.956 0.831 4.347
C 1.643 -0.909 -8.775
C -8.389 0.065 -6.385
C -0.297 -0.828 9.473
C -4.590 0.271 -1.995
C 1.983 2.935 7.923
C -0.943 -5.671 -1.893
C -0.727 -3.503 -0.161
C 4.029 4.756 -0.075
C 2.046 -2.231 -2.751
C 2.887 -1.921 2.397
C -1.543 -0.498 -2.087
C -2.034 0.317 5.454
C -6.064 0.512 -1.437
C 2.965 0.426 -7.160
C 4.789 2.515 -1.714
C 4.226 7.471 3.153
C -3.616 0.181 -0.759
C 2.713 0.112 -8.639
C 2.357 -2.564 3.744
C 2.591 1.800 10.038
C -1.347 0.202 9.275
C 5.524 7.670 3.844
C -0.393 -3.203 -1.559
C 3.947 4.735 -1.654
C -6.647 2.745 -0.879
C -1.762 -2.125 11.103
C -2.473 -0.937 -0.933
C -7.006 -2.286 -5.163
C -0.941 -2.174 9.819
C -2.234 0.832 3.052
C 4.364 -1.688 -2.539
C 6.604 8.064 2.832
C -0.504 -4.379 -2.418
C 1.739 1.631 7.171
C -3.550 -4.978 -7.174
C 0.885 -0.756 -0.468
C 6.830 7.001 1.762
C 1.739 0.985 -6.448
C -9.053 -0.929 -5.438
C 3.032 2.798 9.031
C -8.071 -1.547 -4.441
C 5.013 1.455 -2.848
C -1.554 -1.110 5.207
C -1.120 -5.399 -6.529
C -1.507 -6.243 -5.369
C 5.129 -0.599 -1.679
C -2.202 -4.356 -6.825
C 1.959 -1.644 0.228
H -7.423 3.497 -1.186
H 0.229 -2.925 -5.003
H -0.923 -1.447 6.033
H 5.610 2.399 -0.964
H 0.064 -0.605 0.274
H 5.798 6.746 4.357
H -2.601 -1.432 11.018
H 3.781 2.334 -1.265
H -0.964 -6.045 -7.397
H -0.958 -1.183 4.295
H 1.344 0.856 7.830
H -2.133 -0.536 -3.042
H 4.260 5.761 -1.987
H 3.634 5.749 0.255
H -0.252 -4.389 -3.492
H -1.572 -6.679 -0.071
H -4.342 1.223 -2.531
H -2.327 -3.698 -5.961
H 4.841 -1.801 -3.550
H -6.093 0.501 -0.322
H -1.145 -1.816 11.951
H -1.586 -2.498 8.998
H -7.610 -0.772 -3.827
H 2.353 -3.098 -2.106
H 0.288 -0.917 8.556
H -2.398 -1.799 5.122
H -1.165 0.973 5.547
H 3.456 -0.995 2.669
H 5.811 -1.074 -0.923
H -7.913 0.877 -5.830
H -0.174 -4.903 -6.302
H -3.286 1.847 4.570
H 0.372 -0.505 10.272
H -9.846 -0.419 -4.886
H -6.955 2.383 0.133
H 1.978 1.218 -5.406
H -2.177 -3.110 11.326
H -9.528 -1.718 -6.027
H 7.543 8.238 3.365
H -2.027 -1.057 0.077
H 0.917 0.267 -6.436
H 3.523 -2.640 1.825
H 3.990 2.480 8.614
H 5.070 4.607 0.287
H 1.351 0.253 -0.596
H 5.933 6.841 1.160
H -9.130 0.502 -7.058
H 3.780 1.151 -7.086
H 3.017 -1.344 0.041
H 4.007 1.087 -3.169
H -1.011 -6.532 -2.587
H 2.661 1.260 6.718
H -6.699 -0.355 -1.768
H -7.632 -0.417 -7.006
H 5.467 1.947 -3.748
H 1.876 -2.740 0.011
H 3.624 -0.271 -9.103
H -3.466 -5.636 -8.044
H -4.128 -0.087 0.202
H 1.038 3.281 8.351
H -4.277 -4.200 -7.405
H -1.319 0.595 -1.955
H 1.389 1.903 -6.933
H 5.408 8.453 4.595
H 2.413 1.014 -9.175
H -3.843 0.198 4.262
H -1.871 -3.732 -7.659
H -3.040 -1.885 -1.143
H 2.878 4.604 -1.956
H 1.008 1.783 6.376
H -3.952 -5.560 -6.341
H 7.118 6.047 2.210
H -2.564 0.352 6.409
H 2.313 3.698 7.214
H -0.662 -2.650 0.555
H 3.293 -0.480 -6.642
H -4.541 -0.614 -2.667
H 3.341 3.970 0.310
H 4.349 -0.054 -1.087
H 3.181 3.758 9.529
H 4.422 -2.638 -1.953
H -0.156 -2.926 9.926
H -5.677 3.298 -0.789
H -8.592 -2.239 -3.777
H 7.626 7.311 1.082
H 6.330 9.004 2.347
H 2.111 -2.622 -3.805
H -3.060 1.150 -0.688
*
```

## Properties
Kohn-Sham gap = 6.4 eV
Maximum force = 3.59 eV Å⁻¹
LUMO level = 1.533 eV
E_HOMO = -4.91 eV



The following is a DFT calculation (the ωB97M-V functional and the def2-TZVPD basis) of a molecular structure, C46H48Cl3FHfN4O7P4Se2Si at a distorted geometry.

ORCA input file:
```
! wB97M-V def2-TZVPD RIJCOSX def2/J DEFGRID3
* xyz 0 1
Hf -1.947 1.077 -0.885
Se 5.122 1.367 -2.976
Se -2.855 -1.344 -1.551
Cl -5.629 0.238 -3.360
Cl -6.141 -0.947 -0.350
Cl -5.575 -3.012 -2.870
P -3.215 2.839 -3.363
P 0.486 -1.669 -0.695
P 4.104 0.200 -1.552
P -1.831 4.460 -1.470
Si -4.980 -1.232 -2.028
F -4.124 1.493 -0.422
O -3.692 2.677 -4.849
O -2.997 5.339 -1.230
O -0.752 3.304 -3.749
O -0.428 5.093 -1.160
O -4.407 3.442 -2.564
O -1.872 3.091 -0.728
O -2.692 1.517 -2.820
N 0.172 0.893 -1.256
N 2.011 1.964 -1.633
N 0.736 2.091 -1.569
N -2.100 0.938 1.251
C -3.003 -3.106 1.570
C 4.357 -4.208 -2.810
C 1.174 -0.015 -1.062
C 4.857 0.354 0.090
C 4.900 1.223 2.341
C -4.632 2.580 3.476
C -0.543 3.130 3.722
C 4.118 -1.560 -1.985
C 1.258 -3.731 0.994
C -5.406 2.634 1.211
C 3.024 -2.173 2.464
C -3.156 -1.655 2.030
C -1.221 -1.830 3.573
C 2.843 -3.506 2.794
C 6.166 0.692 2.528
C -4.275 -1.547 3.069
C 4.251 1.056 1.123
C -2.107 5.303 -4.137
C 2.339 -1.629 1.387
C -1.862 -1.086 2.586
C -1.861 4.053 -3.294
C 0.336 -0.074 3.924
C 1.563 -4.465 -3.535
C -3.246 1.583 1.754
C -0.116 -1.340 4.236
C 0.821 -2.567 -2.249
C 0.300 -2.006 -3.416
C 6.789 0.007 1.490
C 1.462 -3.797 -2.320
C 0.587 2.738 1.542
C 1.946 -4.281 2.064
C 0.427 -2.659 -4.630
C 1.051 -3.900 -4.692
C -4.271 1.945 0.895
C 3.955 -1.896 -3.332
C 4.507 -3.885 -1.471
C 4.072 -3.213 -3.738
C 1.484 -2.402 0.619
C -1.359 0.177 2.232
C 4.391 -2.561 -1.059
C 0.296 2.146 2.904
C -5.583 2.978 2.547
C 6.146 -0.152 0.275
C -0.269 0.722 2.948
C -3.489 1.888 3.091
C 2.338 0.654 -1.375
H 1.237 3.612 1.649
H -0.803 2.729 4.704
H 1.096 2.026 0.903
H 4.416 1.775 3.137
H 2.062 -5.425 -3.575
H -6.131 2.859 0.441
H 3.697 -1.546 3.038
H -2.866 -3.784 2.416
H 3.768 -1.116 -4.059
H 1.778 -5.315 2.335
H 0.057 3.828 -3.669
H 3.378 -3.938 3.630
H -1.614 -2.804 3.835
H -4.444 -0.513 3.376
H -2.895 5.927 -3.720
H 1.180 0.336 4.469
H 3.271 1.490 0.979
H 6.647 -0.664 -0.539
H 4.463 -5.236 -3.133
H -2.362 5.023 -5.158
H 0.025 -2.204 -5.526
H 7.785 -0.394 1.627
H -4.155 4.236 -2.009
H -4.223 1.882 -5.001
H -1.186 5.888 -4.151
H 0.247 4.395 -1.076
H -2.154 -3.226 0.896
H 2.478 -0.584 1.145
H -4.037 -2.129 3.963
H 0.377 -1.928 5.000
H 3.950 -3.464 -4.784
H -6.464 3.525 2.853
H -3.450 -1.061 1.165
H 1.259 2.055 3.413
H -3.901 -3.424 1.036
H 0.539 -4.340 0.458
H 6.674 0.821 3.475
H 1.904 -4.242 -1.439
H 0.014 4.058 3.873
H -0.220 -1.055 -3.380
H -4.773 2.808 4.524
H -0.326 3.054 1.043
H 4.725 -4.655 -0.742
H 1.139 -4.418 -5.638
H -2.768 1.571 3.833
H 4.530 -2.319 -0.017
H -1.466 3.385 3.202
H -5.209 -1.935 2.655
*
```

## Properties
Kohn-Sham gap = 7.8 eV
Maximum force = 1.19 eV Å⁻¹
LUMO level = -0.018 eV
E_HOMO = -7.83 eV



The following is a DFT calculation (the ωB97M-V functional and the def2-TZVPD basis) of C6H12N2O2 in the gas phase at a distorted geometry.

ORCA input file:
```
! wB97M-V def2-TZVPD RIJCOSX def2/J DEFGRID3
* xyz 0 1
O -1.157 -1.653 1.787
O -2.443 -0.245 0.631
N -0.467 1.659 0.618
N 0.340 -0.807 -0.768
C 0.717 0.539 -1.274
C 2.095 0.002 -1.701
C -0.515 0.678 1.682
C -1.291 -0.565 1.245
C 0.711 1.652 -0.236
C 1.606 -1.388 -1.261
H -1.025 1.082 2.568
H 0.767 2.611 -0.771
H -2.243 0.577 0.120
H 2.921 0.386 -1.090
H 0.090 0.836 -2.131
H -0.486 -1.197 -1.214
H 0.490 0.344 1.984
H 2.349 0.116 -2.761
H 2.188 -1.886 -0.473
H 1.461 -2.084 -2.100
H 1.620 1.560 0.386
H -0.881 2.559 0.810
*
```

## Properties
Energy above the lowest of the compared OMol25 structures with the same formula, charge and spin = 159.2 kJ/mol
Kohn-Sham gap = 9.6 eV
SMILES string = O=C(O)CNC[C@H]1CCN1
Maximum force = 3.63 eV Å⁻¹
LUMO level = 0.725 eV
E_HOMO = -8.83 eV